2 unconnected molecules or ions with the total composition C35H36N2O5. Source: the Open Molecules 2025 dataset; level of theory: ωB97M-V/def2-TZVPD.

For the energy relative to the best compared isomer or geometry (same formula, charge and spin), the calculation gives 133.4 kcal/mol. Its LUMO energy is -1.7 eV. Its HOMO energy is -0.180 hartree.

XYZ file:
```
78
Properties=species:S:1:pos:R:3:forces:R:3
C 1.8699 -6.5198 -0.1697 0.2 -0.1 0.0
O 2.5065 -5.9664 1.0126 -0.2 1.3 -0.1
C 2.5266 -4.6226 1.1603 0.0 -0.7 -0.4
C 2.9358 -4.1127 2.4132 -0.1 0.1 -0.1
C 2.8461 -2.7616 2.6321 -0.3 0.2 -0.2
N 2.3615 -1.9186 1.6782 0.1 0.0 -0.2
C 2.4356 -0.4453 1.9155 0.7 0.2 -1.5
C 1.1779 0.3649 1.9481 -1.1 0.3 1.0
C -0.0630 0.0150 1.5133 0.7 -1.0 -0.1
C -1.2825 0.2303 2.3356 -1.7 1.1 0.3
C -1.9774 1.4592 2.2755 0.4 -0.2 -0.3
C -3.0479 1.7445 3.0882 -0.4 -0.6 1.0
C -3.4269 0.8149 4.0889 0.5 -0.4 -0.6
O -4.4639 1.1929 4.8789 -0.3 -0.5 0.5
C -5.0375 0.2833 5.8471 0.4 0.7 -0.5
C -2.7644 -0.4314 4.1763 -1.0 0.9 0.1
C -1.7890 -0.7424 3.2380 1.4 0.6 -0.7
C 1.3829 1.7154 2.6172 -1.5 0.2 1.3
C 2.7576 2.3281 2.4377 0.0 0.0 -0.1
O 0.4896 2.3075 3.2152 1.5 -0.7 -0.7
C 2.0352 -2.3859 0.4455 0.0 0.0 0.4
C 2.1574 -3.7241 0.1340 -0.2 0.0 0.4
H 1.7844 -7.5796 0.0728 0.0 0.2 -0.2
H 0.8702 -6.0921 -0.3551 0.4 -0.1 0.3
H 2.5109 -6.3828 -1.0539 -0.2 0.0 0.3
H 3.2934 -4.7702 3.2049 -0.2 0.1 -0.3
H 3.1204 -2.2919 3.5808 -0.1 -0.3 -0.4
H 2.9597 -0.3322 2.8730 -0.3 0.0 -0.3
H 3.0811 -0.0418 1.1222 0.3 -0.3 0.2
H -0.1725 -0.5417 0.5619 0.1 -0.4 0.8
H -1.6476 2.2206 1.5701 -0.2 -0.3 0.2
H -3.5950 2.6863 3.0270 0.2 -0.3 -0.1
H -5.9317 0.8235 6.1597 0.1 -0.3 0.2
H -5.3224 -0.6872 5.4105 0.2 0.3 0.0
H -4.3616 0.1498 6.7051 -0.1 -0.1 -0.3
H -3.0381 -1.1280 4.9740 0.1 0.1 -0.5
H -1.3527 -1.7415 3.2390 0.1 0.2 0.1
H 2.8305 2.7209 1.4072 0.0 -0.1 0.4
H 2.8826 3.1403 3.1619 0.0 -0.2 -0.3
H 3.5355 1.5656 2.5857 0.0 0.5 -0.1
H 1.6592 -1.6443 -0.2603 0.2 -0.2 0.1
H 1.9320 -4.0614 -0.8775 0.0 0.2 0.4
C 0.9398 5.9087 0.5043 -0.1 0.2 -0.1
C 0.1110 4.7542 1.0025 -0.1 -1.2 0.1
O 0.4166 3.4768 0.3396 -0.1 1.2 0.2
C -0.5526 2.9088 -0.4409 -0.9 -1.0 -1.4
C 0.0291 1.8390 -1.2941 1.0 1.7 1.3
N -0.7283 0.9500 -1.8389 -1.4 -1.0 -1.2
C -0.5657 0.1593 -2.8955 0.8 0.0 0.8
C -1.7026 -0.6215 -3.3851 -0.1 -0.3 -0.3
C -1.4984 -1.7172 -4.2656 -0.2 0.2 0.1
C -2.5427 -2.2325 -5.0264 -0.3 0.2 0.2
C -3.8260 -1.6842 -4.8877 0.0 -0.1 -0.2
C -4.0630 -0.6885 -3.9312 0.3 -0.3 0.2
C -3.0244 -0.2152 -3.1265 -0.2 -0.1 -0.5
C 0.6606 0.2271 -3.7190 -0.1 0.0 -0.5
C 0.6175 0.1839 -5.1412 0.1 0.1 0.2
C 1.7505 0.4209 -5.9146 -0.2 0.0 0.4
C 2.9568 0.7541 -5.2836 0.2 0.0 0.1
C 3.0289 0.7818 -3.8862 -0.1 -0.1 -0.4
C 1.9008 0.4818 -3.1243 0.3 0.0 -0.1
O -1.7265 3.2689 -0.4687 1.1 0.0 0.7
H 0.9200 6.6560 1.3025 0.1 0.1 -0.1
H 1.9827 5.6653 0.2796 -0.2 -0.1 0.0
H 0.4522 6.3563 -0.3612 0.3 0.0 -0.2
H 0.3081 4.5718 2.0656 -0.2 0.0 -0.2
H -0.9480 4.9706 0.8428 0.1 -0.2 0.2
H 1.0693 2.0563 -1.5550 -0.2 -0.1 0.1
H -0.4954 -2.1381 -4.3843 -0.3 0.3 0.0
H -2.3515 -3.0306 -5.7565 -0.1 0.3 0.4
H -4.6401 -2.0465 -5.5212 0.2 0.2 0.2
H -5.0569 -0.2522 -3.8317 0.2 -0.2 0.1
H -3.2080 0.5254 -2.3503 0.1 0.0 -0.3
H -0.3398 -0.0074 -5.6262 0.3 0.1 0.1
H 1.6802 0.3743 -7.0072 0.1 0.1 0.4
H 3.8320 0.9984 -5.8884 -0.2 -0.1 0.2
H 3.9570 1.0498 -3.3753 -0.2 -0.1 -0.3
H 1.9885 0.4569 -2.0412 0.0 0.0 -0.2
```
Forces are in eV/Å.

---

C3H4OS2 in the gas phase. Source: the Open Molecules 2025 dataset; level of theory: ωB97M-V/def2-TZVPD.

For the energy relative to the best compared isomer or geometry (same formula, charge and spin), the calculation gives 21.3 kcal/mol. Its LUMO energy is -1.4 eV. Its HOMO energy is -0.336 hartree.

XYZ file:
```
10
Properties=species:S:1:pos:R:3:forces:R:3
C 1.3458 0.6280 0.0255 -0.6 1.2 0.1
C 0.2465 -0.3743 -0.0421 0.5 -1.3 0.7
O 0.5265 -1.5704 -0.0566 -1.2 1.6 -0.2
C -1.2421 0.1508 0.0170 -0.2 -0.2 -0.6
S -1.7133 1.7256 -0.0332 0.7 -1.1 0.2
S -2.4041 -1.1560 0.0198 -0.8 1.6 0.2
H 1.1849 1.3466 -0.8246 0.6 -0.5 0.8
H 2.3029 0.1108 0.0644 -0.1 0.1 -0.5
H 1.2532 1.2003 0.9760 -0.1 -0.2 -0.7
H -1.5003 -2.0614 -0.1461 1.1 -1.3 -0.1
```
Forces are in eV/Å.

---

A molecular structure, C5H5O2P. Source: the Open Molecules 2025 dataset; level of theory: ωB97M-V/def2-TZVPD.

For the energy relative to the best compared isomer or geometry (same formula, charge and spin), the calculation gives 117.2 kcal/mol. Its LUMO energy (spin up / spin down) is -0.8 / -0.8 eV. Its HOMO energy (spin up / spin down) is -0.306 / -0.306 hartree.

XYZ file:
```
13
Properties=species:S:1:pos:R:3:forces:R:3
C 0.1830 -1.3374 0.1647 0.6 1.6 4.0
C 0.8912 -1.4885 1.4188 0.5 -1.8 -0.8
C -0.4594 -0.1705 0.0699 2.3 3.5 4.1
C 0.1551 0.6101 1.8312 -1.3 -4.2 -5.0
C 0.4770 1.9213 2.2139 -1.7 0.4 -1.1
O 1.1429 2.2839 3.1494 0.5 0.5 0.3
O 0.8558 -0.4769 2.1947 0.4 1.2 0.9
P -1.2178 0.7813 -1.2583 2.1 -0.6 -0.7
H -0.1031 -2.1150 -0.3924 -0.2 -3.1 -2.4
H 1.5352 -2.3437 1.8206 -1.3 1.3 -0.8
H -0.1528 2.5454 1.4845 0.9 0.4 0.9
H -0.8027 1.9985 -0.6915 -0.8 0.3 0.1
H -2.4303 0.5122 -0.7761 -2.1 0.5 0.7
```
Forces are in eV/Å.

---

2 unconnected molecules or ions with the total composition H8OSi3. Source: the Open Molecules 2025 dataset; level of theory: ωB97M-V/def2-TZVPD.

For the energy relative to the best compared isomer or geometry (same formula, charge and spin), the calculation gives 82.5 kcal/mol. Its LUMO energy is -0.7 eV. Its HOMO energy is -0.282 hartree.

XYZ file:
```
12
Properties=species:S:1:pos:R:3:forces:R:3
O 0.9159 0.9012 0.8092 -1.4 0.2 0.9
Si -1.4048 1.5916 -1.6858 1.7 0.8 -0.7
Si 1.3056 -2.2549 1.4345 1.9 0.6 0.4
Si 0.5400 -0.5240 -0.0020 0.1 0.6 0.1
H 0.1155 1.4395 1.0926 1.6 -0.7 -0.9
H -1.9636 0.3441 -2.2479 0.1 0.1 0.1
H 0.1484 1.7933 -2.0471 -1.8 -0.3 0.3
H -2.1216 2.7749 -2.3563 0.3 -0.6 0.8
H 0.5601 -3.2274 0.6183 0.1 -0.7 0.3
H 0.4767 -1.7796 2.5729 -0.1 -0.3 0.1
H 2.7895 -2.5937 1.9866 -1.8 0.1 -0.7
H -1.3617 1.5351 -0.1750 -0.6 0.3 -0.7
```
Forces are in eV/Å.

---

A gas-phase ion, C8H11N2 (charge +1). Source: the Open Molecules 2025 dataset; level of theory: ωB97M-V/def2-TZVPD.

As for the net charge: +1. For the energy relative to the best compared isomer or geometry (same formula, charge and spin), the calculation gives 134.3 kcal/mol. Its LUMO energy (spin up / spin down) is -5.3 / -5.3 eV. Its HOMO energy (spin up / spin down) is -0.457 / -0.457 hartree.

XYZ file:
```
21
Properties=species:S:1:pos:R:3:forces:R:3
C 0.2406 1.8276 3.0398 2.5 2.3 2.6
N -0.4472 1.3917 2.2576 0.4 0.6 2.6
C -1.2571 0.9148 1.3689 -2.3 -1.9 -4.9
N -1.6182 1.8361 0.4166 -0.1 -0.5 2.4
C -1.4885 1.5930 -0.8462 -1.3 2.5 -1.0
C -0.3810 1.0053 -1.3802 2.6 -2.1 -1.4
C 0.4621 0.1391 -0.6704 0.4 1.4 -2.0
C 1.9691 0.0958 -0.8739 -1.6 0.4 2.5
C -0.1028 -0.7156 0.2146 0.6 -2.1 2.3
C -1.2904 -1.5194 -0.1057 -2.6 2.4 -1.2
H 0.8855 2.4091 3.8011 -1.3 -1.4 -1.6
H -1.9460 0.0658 1.5463 1.0 0.6 0.4
H -1.9842 2.3554 -1.4671 0.0 -0.5 0.1
H 0.0019 1.3263 -2.3672 -0.5 0.2 0.7
H 2.2916 -0.9098 -0.7856 0.5 -0.9 0.8
H 2.3680 0.7708 -0.0769 0.4 -0.6 -0.9
H 2.2612 0.3125 -1.8349 0.6 1.4 -2.1
H 0.6001 -1.3830 0.7751 -0.2 1.1 0.1
H -1.9107 -0.8736 -0.8781 1.0 -2.1 1.2
H -1.9507 -1.6794 0.7353 -0.1 -0.2 0.4
H -0.9747 -2.4959 -0.4048 0.0 -0.5 -0.8
```
Forces are in eV/Å.

---

C16H16N2O3S in the gas phase. Source: the Open Molecules 2025 dataset; level of theory: ωB97M-V/def2-TZVPD.

For the energy relative to the best compared isomer or geometry (same formula, charge and spin), the calculation gives 27.8 kcal/mol. Its LUMO energy is -0.4 eV. Its HOMO energy is -0.295 hartree.

XYZ file:
```
38
Properties=species:S:1:pos:R:3:forces:R:3
C -0.6780 -1.3066 2.3095 -0.5 0.1 -0.2
N -1.3111 -0.0090 2.0873 0.9 0.0 -0.4
C -1.2304 0.9314 3.1775 -1.4 0.2 -0.3
C -2.4829 -0.0121 1.2073 0.9 0.4 0.8
C -2.1010 0.5027 -0.1727 -1.2 0.7 0.1
N -0.9941 -0.1567 -0.8094 1.1 -1.2 -0.5
C -1.2401 -1.4220 -1.3656 -2.2 -0.1 0.3
O -2.3226 -2.0077 -1.1836 1.3 1.0 0.0
C -0.2585 -1.9552 -2.2820 0.7 -1.0 -1.2
C -0.4482 -3.1308 -3.1264 2.0 0.0 -0.5
C 0.6767 -3.3758 -3.9366 -1.5 1.1 1.7
S 1.9008 -2.1482 -3.6968 -0.7 -0.2 0.4
C 0.9524 -1.3402 -2.4763 -0.1 0.1 -0.1
C 1.3117 -0.1670 -1.6858 -0.3 -0.3 -0.2
C 2.5882 0.3948 -1.7291 -0.4 0.7 1.1
C 2.9203 1.4287 -0.8584 0.5 0.2 0.1
C 1.9874 1.9684 0.0408 -1.5 -1.5 -1.4
C 2.3572 3.0202 0.9932 3.0 -0.2 0.3
O 3.5398 3.1865 1.2967 -1.4 0.0 -0.3
O 1.4086 3.7577 1.5495 -0.4 0.2 0.6
C 0.6847 1.4082 0.0198 0.5 1.6 1.3
C 0.3184 0.3699 -0.8020 0.2 -0.6 -1.0
H 0.1392 -1.2647 3.0387 -0.2 0.3 -0.2
H -1.4285 -2.0029 2.6786 -0.1 -0.5 0.3
H -0.2847 -1.7511 1.3826 0.0 0.3 0.1
H -1.9458 0.6743 3.9775 0.1 0.2 0.2
H -0.2459 0.9614 3.6000 0.6 -0.1 0.2
H -1.4735 1.9623 2.8412 0.1 -0.5 0.1
H -3.2825 0.6337 1.5932 0.2 0.0 0.1
H -2.8954 -1.0071 1.1604 -0.1 -0.5 -0.2
H -2.9916 0.4378 -0.8078 0.2 -0.3 -0.2
H -1.9070 1.5782 -0.1164 0.3 -0.2 0.0
H -1.3044 -3.7986 -3.0774 0.1 0.3 0.0
H 0.8501 -4.2061 -4.6123 -0.1 0.3 0.1
H 3.3604 0.0221 -2.3783 0.0 -0.3 -0.2
H 3.9532 1.7759 -0.8537 -0.3 0.2 0.1
H 1.8925 4.2412 2.2535 -0.4 0.0 -0.4
H -0.0155 1.8064 0.7633 0.2 -0.3 -0.5
```
Forces are in eV/Å.